1.
DFT (wB97M-V/def2-TZVPD) results for a molecular structure, C27H17MnN16O4.

Structure (ORCA input):
```
! wB97M-V def2-TZVPD RIJCOSX def2/J DEFGRID3
* xyz -1 6
Mn 1.27 -0.53 1.01
C 1.57 3.84 2.01
C 1.93 2.54 1.68
N 0.99 1.62 1.48
C -0.28 1.96 1.61
C -0.62 3.27 1.96
N 0.30 4.20 2.16
C -1.27 0.90 1.31
C -2.61 1.13 1.22
C -3.47 0.05 0.84
C -2.90 -1.17 0.58
C -1.51 -1.36 0.70
N -0.72 -0.31 1.07
C -0.84 -2.59 0.44
C -1.47 -3.80 0.06
N -0.81 -4.91 -0.17
C 0.53 -4.86 -0.04
C 1.18 -3.71 0.32
N 0.52 -2.58 0.56
C -4.92 0.26 0.71
C -5.84 -0.73 1.03
C -7.19 -0.48 0.87
N -7.69 0.67 0.43
C -6.81 1.62 0.12
C -5.44 1.47 0.25
H 2.33 4.60 2.17
H 2.96 2.24 1.57
H -1.65 3.57 2.09
H -3.03 2.10 1.44
H -3.53 -1.98 0.25
H -2.55 -3.84 -0.05
H 1.08 -5.77 -0.23
H 2.26 -3.66 0.42
H -5.51 -1.68 1.42
H -7.92 -1.25 1.13
H -7.22 2.56 -0.24
H -4.78 2.28 -0.04
N 3.64 -1.24 3.45
C 4.07 -1.07 2.16
N 5.33 -1.19 1.79
N 5.30 -0.95 0.45
N 4.12 -0.69 0.05
N 3.28 -0.77 1.12
C 2.32 -1.16 3.84
N 1.92 -1.33 5.08
N 0.58 -1.16 5.01
N 0.20 -0.90 3.82
N 1.30 -0.90 3.02
H 4.32 -1.47 4.14
O 0.05 1.56 -1.32
C 0.93 0.76 -1.63
O 1.42 -0.18 -0.90
C 1.66 0.91 -2.94
C 1.11 1.72 -3.93
C 1.77 1.88 -5.14
C 2.97 1.22 -5.32
C 3.54 0.42 -4.35
C 2.87 0.26 -3.15
N 3.68 1.39 -6.61
O 4.73 0.80 -6.76
O 3.18 2.12 -7.44
H 0.17 2.22 -3.73
H 1.37 2.50 -5.93
H 4.49 -0.06 -4.54
H 3.28 -0.34 -2.35
*
```

Expectation value of S²: 8.82
Energy (hartree): -3367.2631
Kohn-Sham gap (spin up / spin down) (Ha): 0.1791 / 0.2693
E_HOMO (spin up / spin down) (eV): -3.50 / -6.12
Energy above the lowest of the compared OMol25 structures with the same formula, charge and spin (kJ/mol): 0.00

Atomic partial charges in e from the Löwdin method, atoms 1 to 6: Mn 0.947; C -0.111; C -0.070; N 0.070; C -0.176; C -0.049

=====

2.
DFT (wB97M-V/def2-TZVPD) results for a molecular structure, C27H18ClN3ORh in a non-equilibrium geometry.

Structure (ORCA input):
```
! wB97M-V def2-TZVPD RIJCOSX def2/J DEFGRID3
* xyz 1 1
Rh 0.20 -0.45 -0.90
Cl 5.89 4.09 -0.55
C 4.75 2.80 -0.71
C 5.21 1.47 -0.73
C 4.31 0.44 -0.86
C 2.92 0.67 -0.93
O 2.14 -0.36 -1.00
C 2.46 2.03 -0.92
C 1.10 2.41 -0.99
N 0.07 1.62 -1.02
C -1.26 2.07 -0.93
C -1.68 3.38 -0.86
C -3.04 3.70 -0.77
C -4.00 2.73 -0.75
C -3.62 1.37 -0.81
C -4.55 0.31 -0.77
C -4.10 -0.98 -0.84
C -2.72 -1.23 -0.92
N -1.82 -0.27 -0.93
C -2.25 1.04 -0.89
C 3.42 3.07 -0.81
H 6.27 1.26 -0.66
H 4.65 -0.59 -0.91
H 0.91 3.48 -0.96
H -0.96 4.19 -0.88
H -3.34 4.74 -0.70
H -5.05 2.98 -0.69
H -5.60 0.53 -0.69
H -4.78 -1.81 -0.82
H -2.35 -2.24 -0.97
H 3.09 4.10 -0.81
C 0.20 0.49 3.39
C 0.17 -0.78 3.95
C 0.15 -1.90 3.13
C 0.15 -1.74 1.75
N 0.16 -0.49 1.23
C 0.20 0.59 2.01
C 0.14 -2.81 0.77
C 0.21 -4.17 1.09
C 0.24 -5.12 0.09
C 0.21 -4.73 -1.24
C 0.12 -3.38 -1.56
C 0.11 -2.42 -0.56
H 0.22 1.38 4.00
H 0.18 -0.90 5.02
H 0.15 -2.88 3.56
H 0.23 1.55 1.52
H 0.25 -4.49 2.13
H 0.27 -6.17 0.35
H 0.24 -5.47 -2.03
H 0.08 -3.08 -2.61
*
```

Energy (hartree): -1849.7767
Kohn-Sham gap (Ha): 0.2390
E_HOMO (eV): -10.59
Energy above the lowest of the compared OMol25 structures with the same formula, charge and spin (kJ/mol): 0.00

Atomic partial charges in e from the Löwdin method, atoms 1 to 6: Rh 1.207; Cl 0.690; C -0.672; C -0.066; C 0.007; C -0.313

=====

3.
DFT (wB97M-V/def2-TZVPD) results for a molecular structure, C27H18F6IrN4O5S4 in a non-equilibrium geometry.

Structure (ORCA input):
```
! wB97M-V def2-TZVPD RIJCOSX def2/J DEFGRID3
* xyz -1 1
Ir -0.82 -0.79 -1.26
C 2.87 1.11 -2.58
C 1.43 1.16 -2.13
N 0.68 0.12 -2.33
N 1.34 -0.78 -3.22
C 0.61 -1.78 -3.56
S -0.95 -2.13 -3.07
S 1.46 -2.93 -4.66
C 2.29 -3.86 -3.33
C 3.47 -3.17 -2.70
C 3.34 -2.67 -1.41
C 4.41 -2.04 -0.78
C 5.61 -1.90 -1.45
C 5.75 -2.38 -2.75
C 4.68 -3.02 -3.36
C 0.99 2.49 -1.54
C 1.88 3.57 -1.70
C 1.63 4.85 -1.22
C 0.46 5.10 -0.53
C -0.46 4.08 -0.37
C -0.20 2.83 -0.88
O -1.18 1.86 -0.79
H 3.20 0.08 -2.64
H 3.50 1.66 -1.88
H 3.00 1.54 -3.58
H 2.58 -4.80 -3.79
H 1.54 -4.07 -2.57
H 2.40 -2.78 -0.88
H 4.28 -1.66 0.22
H 6.45 -1.41 -0.96
H 6.68 -2.27 -3.28
H 4.78 -3.38 -4.38
H 2.79 3.42 -2.24
H 2.36 5.63 -1.38
H 0.25 6.09 -0.14
H -1.40 4.25 0.14
F -0.39 0.10 3.14
C 0.60 -0.80 3.20
F 1.72 -0.16 3.55
F 0.30 -1.68 4.16
S 0.88 -1.66 1.59
O 0.88 -0.58 0.62
O 2.11 -2.35 1.82
N -0.28 -2.71 1.43
S -1.75 -2.31 0.97
O -2.30 -3.11 -0.08
O -2.01 -0.88 0.99
C -2.70 -2.91 2.45
F -2.61 -2.05 3.46
F -3.99 -3.03 2.12
F -2.26 -4.10 2.87
N -7.93 1.77 5.59
C -7.08 1.79 4.82
C -6.01 1.83 3.85
C -6.28 1.51 2.51
C -5.26 1.57 1.58
C -3.97 1.94 1.97
C -3.71 2.23 3.31
C -4.73 2.18 4.24
C -2.92 2.01 0.99
C -2.07 1.97 0.15
H -7.28 1.22 2.22
H -5.45 1.31 0.55
H -2.71 2.49 3.61
H -4.53 2.40 5.28
*
```

Energy (hartree): -3931.0873
Kohn-Sham gap (spin up / spin down) (Ha): 0.2160 / 0.2171
E_HOMO (spin up / spin down) (eV): -4.00 / -4.02
Energy above the lowest of the compared OMol25 structures with the same formula, charge and spin (kJ/mol): 390.90

Atomic partial charges in e from the Löwdin method, atoms 1 to 6: Ir 0.600; C -0.044; C -0.208; N -0.101; N -0.082; C -1.149

=====

4.
DFT (wB97M-V/def2-TZVPD) results for a molecular structure, C27H20AsN9O3SSr.

Structure (ORCA input):
```
! wB97M-V def2-TZVPD RIJCOSX def2/J DEFGRID3
* xyz -2 1
Sr -1.93 -2.35 -0.36
O -2.67 -1.03 -2.32
C -1.71 -1.47 -2.99
O -1.12 -2.56 -2.68
C -1.18 -0.72 -4.20
C -0.43 -1.50 -5.08
C 0.09 -1.01 -6.26
C -0.15 0.34 -6.57
C -0.87 1.12 -5.70
C -1.40 0.66 -4.46
S -2.21 1.81 -3.46
H -0.27 -2.54 -4.80
H 0.67 -1.64 -6.93
H 0.23 0.76 -7.49
H -1.05 2.17 -5.94
N -3.34 -3.06 3.17
C -4.25 -3.45 2.19
N -5.47 -3.84 2.50
N -6.03 -4.12 1.30
N -5.20 -3.88 0.35
N -4.03 -3.44 0.88
C -1.98 -2.86 2.98
N -1.27 -2.04 3.75
N -0.01 -2.19 3.31
N 0.02 -3.03 2.33
N -1.22 -3.49 2.08
H -3.73 -2.56 3.94
O -0.31 -0.64 0.19
As 0.73 0.49 0.76
C -0.04 1.56 2.16
C -0.06 1.09 3.46
C -0.70 1.84 4.44
C -1.31 3.04 4.11
C -1.31 3.50 2.80
C -0.67 2.75 1.81
C 1.25 1.70 -0.62
C 0.83 1.42 -1.91
C 1.22 2.27 -2.95
C 2.01 3.37 -2.68
C 2.41 3.66 -1.37
C 2.03 2.82 -0.34
C 2.34 -0.27 1.50
C 2.56 -1.63 1.38
C 3.73 -2.18 1.90
C 4.66 -1.37 2.53
C 4.42 0.00 2.66
C 3.26 0.55 2.15
H 0.36 0.13 3.70
H -0.74 1.47 5.46
H -1.82 3.62 4.88
H -1.81 4.42 2.53
H -0.68 3.09 0.78
H 0.19 0.58 -2.11
H 0.86 2.07 -3.95
H 2.30 4.04 -3.48
H 3.01 4.54 -1.17
H 2.31 3.06 0.68
H 1.81 -2.27 0.93
H 3.90 -3.24 1.82
H 5.56 -1.80 2.94
H 5.14 0.63 3.17
H 3.07 1.61 2.27
*
```

Energy (hartree): -4424.2690
Kohn-Sham gap (Ha): 0.1949
E_HOMO (eV): -1.27
Energy above the lowest of the compared OMol25 structures with the same formula, charge and spin (kJ/mol): 21.61

Atomic partial charges in e from the Löwdin method, atoms 1 to 6: Sr 1.549; O -0.184; C -0.692; O -0.226; C -0.169; C -0.063